Entry 1:
Computed, not measured: a structure of composition C13H14ClIIrN2O8P2 at a distorted geometry, with wB97M-V/def2-TZVPD.

The charge is +2. As for the highest occupied orbital energy (alpha / beta): -13.70 / -14.38 eV. Its multiplicity is 6. For the HOMO-LUMO gap (alpha / beta), the calculation gives 0.27875 / 0.16962 Eh.

Last column: Löwdin charge in e.
Geometry (Å):
1 Ir -0.552 0.063 -0.040  1.36
2 Cl 0.861 -6.571 -2.078  0.85
3 C 0.236 -4.997 -1.984  -0.57
4 C -0.824 -4.638 -2.804  -0.14
5 C -1.389 -3.379 -2.734  -0.61
6 I -2.952 -2.811 -3.973  1.08
7 C -0.923 -2.406 -1.784  -0.40
8 O -1.462 -1.286 -1.644  -0.13
9 C 0.236 -2.779 -0.977  -0.14
10 N 0.730 -1.827 -0.164  -0.01
11 C 1.810 -2.076 0.559  -0.08
12 C 2.445 -3.318 0.531  0.01
13 C 1.942 -4.312 -0.273  0.03
14 C 0.813 -4.053 -1.068  -0.14
15 H -1.215 -5.357 -3.511  0.11
16 H 2.181 -1.267 1.175  0.12
17 H 3.324 -3.482 1.138  0.13
18 H 2.412 -5.285 -0.306  0.11
19 C 1.154 5.250 -0.282  -0.01
20 C 0.960 3.772 -0.398  -0.50
21 O 1.494 3.288 -1.528  0.12
22 P 1.467 2.781 1.118  0.47
23 O 3.014 3.009 1.116  -0.04
24 O 0.969 3.503 2.403  -0.05
25 O 1.083 1.351 0.955  -0.37
26 P -1.020 3.269 -0.445  0.39
27 O -1.478 4.441 -1.381  -0.05
28 O -1.453 3.352 0.962  -0.22
29 O -0.986 1.945 -1.157  -0.38
30 H 2.230 5.452 -0.264  0.12
31 H 0.696 5.648 0.621  0.11
32 H 0.750 5.758 -1.158  0.11
33 H 1.349 2.328 -1.632  0.14
34 H 3.449 3.107 1.981  0.14
35 H -0.009 3.528 2.474  0.11
36 H -2.359 4.374 -1.789  0.14
37 C -3.481 -1.131 3.416  -0.01
38 C -2.543 -0.912 2.351  -0.16
39 N -1.785 -0.763 1.505  0.04
40 H -3.402 -0.333 4.154  0.11
41 H -3.274 -2.087 3.899  0.11
42 H -4.496 -1.148 3.017  0.11

***

Entry 2:
Computed, not measured: a structure of composition C13H14ClN4O4RuSe4Te2 at a distorted geometry, with wB97M-V/def2-TZVPD.

The energy above the lowest of the compared OMol25 structures with the same formula, charge and spin is 1.628 eV. The charge is 0. As for the highest occupied orbital energy (alpha / beta): -7.33 / -7.39 eV. Its multiplicity is 2. For the HOMO-LUMO gap (alpha / beta), the calculation gives 0.21914 / 0.22320 Eh.

Last column: Löwdin charge in e.
Geometry (Å):
1 Ru 1.039 0.245 0.579  0.71
2 O 1.694 -0.014 3.059  -0.45
3 Cl 3.136 -0.111 2.778  0.65
4 O 3.921 0.163 3.933  -0.28
5 O 3.423 -1.416 2.249  -0.41
6 O 3.365 0.916 1.745  -0.56
7 Se -2.565 -0.466 1.368  0.68
8 Se -1.444 -0.049 3.325  0.72
9 C -0.565 1.609 2.880  -0.68
10 C -0.316 2.501 3.912  -0.10
11 C 0.178 3.749 3.591  -0.04
12 C 0.348 4.086 2.254  -0.04
13 C 0.100 3.122 1.301  -0.18
14 N -0.301 1.874 1.604  -0.07
15 C -1.413 -1.778 0.565  -0.69
16 C -2.015 -2.717 -0.254  -0.12
17 C -1.224 -3.712 -0.813  -0.04
18 C 0.115 -3.771 -0.480  -0.06
19 C 0.626 -2.795 0.357  -0.18
20 N -0.107 -1.779 0.835  -0.06
21 H -0.506 2.212 4.937  0.11
22 H 0.395 4.467 4.370  0.12
23 H 0.665 5.074 1.955  0.11
24 H 0.211 3.332 0.246  0.06
25 H -3.082 -2.675 -0.433  0.10
26 H -1.662 -4.447 -1.477  0.12
27 H 0.765 -4.544 -0.861  0.11
28 H 1.662 -2.807 0.668  0.07
29 Se 1.684 2.233 -3.222  -0.14
30 Te 2.474 2.005 -0.993  0.42
31 Te 3.132 -0.679 -0.786  0.47
32 Se 2.265 -1.683 -2.770  -0.15
33 C -2.707 -0.291 -2.996  -0.02
34 N -1.268 -0.063 -3.093  -0.16
35 C -0.615 -0.302 -4.380  -0.08
36 C -0.607 0.162 -1.991  -0.32
37 N -0.205 0.438 -0.939  -0.04
38 H -3.216 0.322 -3.739  0.09
39 H -3.055 -0.008 -2.005  0.08
40 H -2.948 -1.342 -3.175  0.09
41 H -1.291 0.043 -5.162  0.09
42 H -0.400 -1.362 -4.514  0.07
43 H 0.315 0.256 -4.424  -0.02

***

Entry 3:
Computed, not measured: a cluster of 2 separate species, C13H14FN3 in total, with wB97M-V/def2-TZVPD.

The charge is 0. Its SMILES is FCCCc1ccc2nccnc2c1.CC#N. As for the highest occupied orbital energy: -8.93 eV. For the HOMO-LUMO gap, the calculation gives 0.33011 Eh.

Last column: Löwdin charge in e.
Geometry (Å):
1 F 2.369 -1.295 0.673  -0.08
2 C 3.031 -0.056 0.747  -0.20
3 C 2.013 1.061 0.813  -0.16
4 C 0.988 0.998 -0.346  -0.15
5 C -0.428 0.894 0.154  -0.22
6 C -1.082 2.055 0.645  -0.03
7 C -2.347 2.007 1.146  -0.01
8 C -3.045 0.782 1.180  -0.22
9 N -4.312 0.740 1.676  0.12
10 C -4.894 -0.426 1.678  -0.12
11 C -4.255 -1.600 1.185  -0.12
12 N -3.045 -1.587 0.702  0.12
13 C -2.404 -0.384 0.689  -0.21
14 C -1.092 -0.299 0.186  0.03
15 H 3.663 -0.074 1.637  0.11
16 H 3.662 0.030 -0.138  0.09
17 H 1.488 0.992 1.769  0.12
18 H 2.550 2.009 0.808  0.12
19 H 1.061 1.913 -0.935  0.11
20 H 1.216 0.152 -0.989  0.09
21 H -0.563 3.006 0.617  0.12
22 H -2.849 2.892 1.514  0.11
23 H -5.907 -0.489 2.060  0.10
24 H -4.787 -2.546 1.201  0.10
25 H -0.620 -1.208 -0.165  0.12
26 C 3.219 -2.076 -3.177  -0.06
27 C 3.354 -0.649 -2.923  -0.28
28 N 3.460 0.469 -2.693  0.15
29 H 2.794 -2.238 -4.165  0.08
30 H 4.195 -2.554 -3.125  0.08
31 H 2.566 -2.520 -2.427  0.08

***

Entry 4:
Computed, not measured: a structure of composition C13H14I2N7O2SSeW, with wB97M-V/def2-TZVPD.

The energy above the lowest of the compared OMol25 structures with the same formula, charge and spin is 0.007 eV. The charge is +3. As for the highest occupied orbital energy (alpha / beta): -17.21 / -17.38 eV. Its multiplicity is 3. For the HOMO-LUMO gap (alpha / beta), the calculation gives 0.22925 / 0.22709 Eh.

Last column: Löwdin charge in e.
Geometry (Å):
1 W -1.796 3.087 1.425  0.85
2 N -0.444 2.036 2.955  -0.11
3 N -0.876 0.702 3.079  0.05
4 C -1.726 0.244 2.116  -0.63
5 O -1.964 -0.893 1.864  0.15
6 O -2.330 1.303 1.479  -0.23
7 H 0.532 2.052 2.651  0.07
8 H -0.500 2.504 3.861  0.09
9 H -0.288 0.044 3.571  0.18
10 N 0.105 -2.190 0.091  0.17
11 C 1.078 -1.319 -0.096  -0.82
12 S 1.027 0.328 0.142  0.69
13 N 2.304 -1.846 -0.570  0.11
14 C 2.904 -3.039 -0.367  -0.17
15 C 4.134 -3.255 -1.070  0.05
16 C 4.798 -4.438 -0.942  0.00
17 C 4.277 -5.439 -0.101  0.06
18 C 3.084 -5.222 0.624  0.00
19 C 2.399 -4.049 0.505  0.02
20 H -0.767 -1.882 0.508  0.09
21 H 0.162 -3.137 -0.255  0.13
22 H 2.855 -1.146 -1.056  0.14
23 H 4.514 -2.475 -1.719  0.14
24 H 5.718 -4.612 -1.482  0.14
25 H 4.800 -6.381 0.001  0.14
26 H 2.724 -5.992 1.293  0.14
27 H 1.511 -3.879 1.096  0.12
28 I 0.279 4.570 0.975  0.51
29 I -2.835 4.329 3.447  0.53
30 Se -5.224 4.379 0.121  1.34
31 N -5.128 4.199 -1.608  -0.15
32 C -3.940 3.714 -1.965  -0.31
33 C -3.402 3.406 -3.250  0.09
34 C -2.130 2.902 -3.282  0.02
35 C -1.368 2.686 -2.094  -0.03
36 N -1.844 2.971 -0.900  -0.05
37 C -3.094 3.471 -0.870  -0.49
38 N -3.543 3.754 0.344  -0.43
39 H -3.981 3.571 -4.150  0.15
40 H -1.666 2.656 -4.227  0.13
41 H -0.363 2.285 -2.145  0.12

***

Entry 5:
Computed, not measured: a structure of composition C13H14IN3W at a distorted geometry, with wB97M-V/def2-TZVPD.

The energy above the lowest of the compared OMol25 structures with the same formula, charge and spin is 0.000 eV. The charge is +2. As for the highest occupied orbital energy (alpha / beta): -16.23 / -16.22 eV. Its multiplicity is 3. For the HOMO-LUMO gap (alpha / beta), the calculation gives 0.24533 / 0.15669 Eh.

Last column: Löwdin charge in e.
Geometry (Å):
1 C 0.611 3.039 0.284  -0.31
2 C 3.036 0.588 -0.059  -0.30
3 H 1.131 3.760 -0.350  0.02
4 H 1.181 3.003 1.236  0.07
5 H -0.373 3.432 0.514  0.04
6 H 3.532 -0.304 -0.447  0.04
7 H 3.619 1.458 -0.400  0.04
8 H 3.105 0.597 1.045  0.07
9 C -2.033 1.656 -0.372  -0.07
10 C -3.331 1.489 -0.826  0.01
11 C -3.648 0.392 -1.626  0.03
12 C -2.640 -0.512 -1.921  0.04
13 H -1.797 2.475 0.298  0.10
14 H -4.075 2.226 -0.530  0.14
15 H -4.657 0.230 -1.994  0.14
16 H -2.829 -1.419 -2.489  0.12
17 N -1.005 0.842 -0.738  -0.07
18 C -1.340 -0.288 -1.456  -0.19
19 C -0.290 -1.284 -1.584  -0.19
20 N 0.892 -0.970 -0.956  -0.04
21 C 1.774 -1.991 -0.787  -0.08
22 C 0.519 -3.487 -2.180  0.02
23 C 1.680 -3.192 -1.469  0.01
24 H 2.604 -1.834 -0.097  0.12
25 H 2.517 -3.884 -1.409  0.14
26 C -0.488 -2.531 -2.201  0.04
27 H -1.442 -2.726 -2.683  0.12
28 H 0.390 -4.438 -2.689  0.14
29 W 1.146 1.206 -0.316  1.19
30 I 1.572 2.062 -2.797  0.86
31 N 0.087 -0.077 2.521  0.10
32 C 0.555 0.482 1.592  -0.35

***

Entry 6:
Computed, not measured: a structure of composition C13H14MgO7S4 at a distorted geometry, with wB97M-V/def2-TZVPD.

The energy above the lowest of the compared OMol25 structures with the same formula, charge and spin is 0.196 eV. The charge is -2. As for the highest occupied orbital energy: -0.84 eV. For the HOMO-LUMO gap, the calculation gives 0.20448 Eh.

Last column: Löwdin charge in e.
Geometry (Å):
1 Mg 0.438 -0.300 -1.706  0.35
2 O 1.726 3.310 -2.846  0.01
3 C 1.027 2.449 -2.316  -0.60
4 O 0.801 1.263 -2.757  -0.09
5 C 0.240 2.846 -1.047  -0.09
6 C -1.202 2.314 -1.139  -0.25
7 C -2.112 3.039 -0.139  -0.10
8 C -1.662 2.401 1.203  -0.10
9 C -0.570 1.437 0.728  -0.24
10 O -1.087 0.999 -0.549  -0.15
11 C 0.699 2.212 0.324  -0.09
12 C 1.893 1.244 0.287  -0.59
13 O 2.932 1.575 0.849  0.03
14 O 1.651 0.096 -0.255  -0.13
15 H 0.270 3.933 -0.998  0.14
16 H -1.590 2.227 -2.149  0.16
17 H -3.161 2.825 -0.349  0.11
18 H -1.963 4.119 -0.175  0.11
19 H -2.477 1.849 1.673  0.11
20 H -1.275 3.127 1.919  0.11
21 H -0.401 0.570 1.360  0.15
22 H 0.945 2.985 1.047  0.14
23 O -1.324 -6.993 -2.502  -0.15
24 C -1.017 -5.816 -2.403  -1.09
25 S 0.629 -5.212 -2.487  0.90
26 C 0.276 -3.482 -2.422  -1.19
27 C -1.029 -3.149 -2.348  -1.19
28 S -1.706 -1.542 -2.262  0.46
29 S -2.173 -4.497 -2.330  0.89
30 S 1.644 -2.398 -2.466  0.47
31 C 0.656 -1.410 3.840  -0.10
32 C 1.510 -1.501 2.593  -0.33
33 O 0.699 -1.970 1.535  -0.08
34 H 1.244 -1.036 4.685  0.06
35 H 0.250 -2.392 4.097  0.07
36 H -0.186 -0.734 3.670  0.06
37 H 2.348 -2.187 2.771  0.11
38 H 1.943 -0.525 2.353  0.10
39 H 1.115 -1.675 0.711  0.05

***

- charge of number 4 (C13H14I2N7O2SSeW)?
  +3